Density functional theory data (ωB97M-V with the def2-TZVPD basis set) for the molecule C2H3NOS in a non-equilibrium geometry.

Structure (ORCA input):
```
! wB97M-V def2-TZVPD RIJCOSX def2/J DEFGRID3
* xyz 0 1
C -1.39 -0.02 0.06
C 0.91 -0.32 0.00
N -0.29 0.69 -0.05
O 0.17 1.90 -0.08
S -2.69 -0.88 -0.07
H 1.00 -0.52 1.14
H 0.59 -1.22 -0.46
H 1.71 0.38 -0.55
*
```

Computed properties:
Highest occupied orbital energy = -8.289 eV
Strongest force on any atom = 3.44 eV/A

***

Density functional theory data (ωB97M-V with the def2-TZVPD basis set) for the molecule C2H3NOS2 in a non-equilibrium geometry.

Structure (ORCA input):
```
! wB97M-V def2-TZVPD RIJCOSX def2/J DEFGRID3
* xyz 0 1
O 1.79 -1.30 1.60
C 1.05 -0.49 1.15
S -0.58 -0.97 0.77
N -1.21 0.54 0.30
C -0.89 1.21 -0.82
S 0.30 0.91 -1.88
H 1.24 0.56 1.01
H -1.96 0.90 0.86
H -1.62 1.93 -1.09
*
```

Computed properties:
SMILES = O=CSNC=S
Highest occupied orbital energy = -8.977 eV
Strongest force on any atom = 1.14 eV/A

***

Density functional theory data (ωB97M-V with the def2-TZVPD basis set) for the molecule C2H3NOS3 in a non-equilibrium geometry.

Structure (ORCA input):
```
! wB97M-V def2-TZVPD RIJCOSX def2/J DEFGRID3
* xyz 0 1
O -0.12 1.83 -0.16
N 1.06 0.88 0.32
C 1.01 -0.33 -0.40
S 2.08 -1.45 -0.81
C -0.51 -0.82 -0.46
S -1.64 -0.67 -1.67
S -0.88 -1.46 1.24
H -0.78 1.92 0.78
H 1.90 1.51 0.49
H -2.13 -1.41 0.69
*
```

Computed properties:
SMILES = ONC(=S)C(=S)S
Highest occupied orbital energy = -8.799 eV
Strongest force on any atom = 5.40 eV/A

***

Density functional theory data (ωB97M-V with the def2-TZVPD basis set) for the molecule C2H3NOS3 in a non-equilibrium geometry.

Structure (ORCA input):
```
! wB97M-V def2-TZVPD RIJCOSX def2/J DEFGRID3
* xyz 0 1
O -0.59 1.46 0.96
N -1.33 0.61 0.20
C -0.74 -0.59 -0.08
S -1.73 -1.85 -0.52
C 0.84 -0.59 0.06
S 1.46 -1.51 1.35
S 1.68 -0.20 -1.39
H -0.17 2.10 0.40
H -2.41 0.83 -0.09
H 3.00 -0.25 -0.90
*
```

Computed properties:
SMILES = ONC(=S)C(=S)S
Highest occupied orbital energy = -8.739 eV
Strongest force on any atom = 4.01 eV/A

***

Density functional theory data (ωB97M-V with the def2-TZVPD basis set) for the molecule C2H3NOS3 in a non-equilibrium geometry.

Structure (ORCA input):
```
! wB97M-V def2-TZVPD RIJCOSX def2/J DEFGRID3
* xyz 0 1
C 0.28 0.13 0.16
C 1.74 0.14 0.02
N -0.49 -0.84 0.38
O -2.50 -1.77 -0.84
S -0.47 1.70 -0.23
S -2.42 1.24 0.15
S -2.14 -1.01 0.35
H 1.93 0.72 -0.78
H 1.97 -0.96 -0.15
H 2.09 0.64 0.94
*
```

Computed properties:
Highest occupied orbital energy = -8.891 eV
Strongest force on any atom = 4.12 eV/A

***

Density functional theory data (ωB97M-V with the def2-TZVPD basis set) for the molecule C2H3NP2 in a non-equilibrium geometry.

Structure (ORCA input):
```
! wB97M-V def2-TZVPD RIJCOSX def2/J DEFGRID3
* xyz 0 1
C 0.17 0.51 -0.14
C -1.00 0.39 -0.77
N 0.79 -0.41 0.64
P -2.03 -1.90 0.34
P -0.09 -1.74 0.99
H 0.67 1.41 -0.26
H -1.82 0.63 -1.35
H 0.77 -1.90 2.04
*
```

Computed properties:
Highest occupied orbital energy (alpha / beta) = -8.391 / -8.392 eV
Strongest force on any atom = 4.21 eV/A

***

Density functional theory data (ωB97M-V with the def2-TZVPD basis set) for the molecule C2H3NS2 in a non-equilibrium geometry.

Structure (ORCA input):
```
! wB97M-V def2-TZVPD RIJCOSX def2/J DEFGRID3
* xyz 0 1
S -1.23 -1.80 -0.06
C -1.24 -0.17 0.02
N -0.13 0.52 -0.08
C 1.20 0.03 -0.08
S 1.91 -1.46 0.00
H -2.16 0.43 0.35
H -0.27 1.56 -0.06
H 1.92 0.88 -0.07
*
```

Computed properties:
SMILES = S=CNC=S
Highest occupied orbital energy = -7.818 eV
Strongest force on any atom = 3.67 eV/A

***

Density functional theory data (ωB97M-V with the def2-TZVPD basis set) for the molecule C2H3NS2 in a non-equilibrium geometry.

Structure (ORCA input):
```
! wB97M-V def2-TZVPD RIJCOSX def2/J DEFGRID3
* xyz 0 1
S 0.55 -2.26 1.32
C 0.58 -0.88 0.43
N -0.48 -0.07 0.21
C -0.50 0.99 -0.65
S 0.87 1.50 -1.38
H 1.59 -0.53 0.06
H -1.24 -0.43 0.54
H -1.36 1.69 -0.53
*
```

Computed properties:
SMILES = S=CNC=S
Highest occupied orbital energy = -8.827 eV
Strongest force on any atom = 6.92 eV/A

***

Density functional theory data (ωB97M-V with the def2-TZVPD basis set) for a cluster of 2 separate species, C2H3NS2 in total in a non-equilibrium geometry.

Structure (ORCA input):
```
! wB97M-V def2-TZVPD RIJCOSX def2/J DEFGRID3
* xyz 0 1
N 4.62 0.69 1.82
C 3.60 0.19 1.49
S 2.27 -0.56 1.23
H 5.35 1.37 1.87
C -2.07 -1.47 -1.12
S -0.54 -1.45 -0.65
H -2.78 -2.44 -1.08
H -2.52 -0.63 -1.50
*
```

Computed properties:
SMILES = N=C=S.C=S
Highest occupied orbital energy = -8.800 eV
Strongest force on any atom = 4.03 eV/A

***

Density functional theory data (ωB97M-V with the def2-TZVPD basis set) for a cluster of 2 separate species, C2H3NS2 in total in a non-equilibrium geometry.

Structure (ORCA input):
```
! wB97M-V def2-TZVPD RIJCOSX def2/J DEFGRID3
* xyz 0 1
C -2.18 0.18 0.16
C 1.60 -0.35 0.13
N 0.45 0.04 -0.09
S -2.05 1.73 0.05
S -2.52 -1.34 0.10
H 2.45 0.04 -0.36
H 1.78 -0.87 1.06
H 0.47 0.56 -1.05
*
```

Computed properties:
Highest occupied orbital energy = -9.270 eV
Strongest force on any atom = 4.03 eV/A

***

Density functional theory data (ωB97M-V with the def2-TZVPD basis set) for the molecule C2H3NS2 in a non-equilibrium geometry.

Structure (ORCA input):
```
! wB97M-V def2-TZVPD RIJCOSX def2/J DEFGRID3
* xyz 0 1
C -0.08 -0.88 0.53
C 0.45 0.63 0.30
N -0.55 -1.65 -0.30
S -0.85 1.33 -0.74
S -0.86 0.05 -2.20
H 0.11 -1.33 1.48
H 0.47 1.11 1.18
H 1.32 0.75 -0.23
*
```

Computed properties:
Highest occupied orbital energy (alpha / beta) = -8.526 / -8.551 eV
Strongest force on any atom = 5.16 eV/A

***

Density functional theory data (ωB97M-V with the def2-TZVPD basis set) for the molecule C2H3NS3 in a non-equilibrium geometry.

Structure (ORCA input):
```
! wB97M-V def2-TZVPD RIJCOSX def2/J DEFGRID3
* xyz 0 1
N -0.28 1.64 0.42
C 0.41 0.75 -0.24
S 1.71 0.88 -1.14
C -0.19 -0.95 -0.04
S -1.63 -1.22 -0.79
S 0.98 -2.00 0.63
H -1.11 1.56 0.94
H -0.11 2.54 -0.11
H 0.22 -3.21 0.35
*
```

Computed properties:
SMILES = NC(=S)C(=S)S
Highest occupied orbital energy = -8.296 eV
Strongest force on any atom = 6.00 eV/A

***

Ordered ΔE to the lowest compared entry with this formula, charge and spin results: 4.533 1.126 3.862 2.904 0.634 3.795 0.777 0.635 1.270 0.930 2.241 1.402; unit eV.